## one
{"formula": "C5H10S2", "method": "ωB97M-V/def2-TZVPD", "symbols": ["C", "C", "C", "C", "H", "H", "H", "H", "H", "H", "C", "S", "S", "H", "H", "H", "H"], "positions_angstrom": [[-1.98134, -0.33138, 2.61490], [-1.67669, 0.94241, 2.82187], [-1.23774, 1.90224, 1.82376], [-0.93904, 3.15511, 2.15067], [-1.73178, -0.83132, 1.68632], [-2.42839, -0.95544, 3.37451], [-1.64489, 1.32266, 3.83970], [-1.06213, 1.62526, 0.79051], [-0.62066, 3.85019, 1.38456], [-1.03114, 3.53973, 3.15671], [0.32160, -1.27882, -0.14022], [1.75613, -1.27689, -1.23272], [0.92373, -0.50221, -2.95567], [0.02096, -0.25916, 0.08262], [0.57859, -1.77280, 0.79645], [-0.51053, -1.80273, -0.60669], [0.61887, -1.67718, -3.52652]], "lumo_ev": 0.582, "smiles": "C=CC=C.CSS", "e_homo_ha": -0.33187, "orbital_gap_ev": 9.61, "multiplicity": 1}

=====

## two
{"formula": "C5H10S2", "method": "ωB97M-V/def2-TZVPD", "symbols": ["C", "S", "C", "C", "C", "S", "C", "H", "H", "H", "H", "H", "H", "H", "H", "H", "H"], "positions_angstrom": [[2.33190, -0.40867, 2.10434], [2.07466, 0.32720, 0.47717], [0.78293, -0.77924, -0.09559], [-0.62725, -0.65158, 0.39764], [-0.29035, -0.30250, -1.03899], [-0.35943, 1.38000, -1.60996], [-2.15062, 1.53187, -1.76191], [3.11842, 0.16298, 2.61516], [1.42505, -0.36819, 2.70394], [2.67703, -1.42547, 2.05334], [1.12453, -1.79997, -0.33142], [-1.17589, -1.55147, 0.60208], [-0.84258, 0.14903, 1.02987], [-0.58526, -1.04001, -1.78084], [-2.62699, 1.40541, -0.79317], [-2.32435, 2.54866, -2.09681], [-2.55179, 0.82195, -2.47486]], "lumo_ev": 0.956, "smiles": "CS[C@H]1C[C@H]1SC", "e_homo_ha": -0.29988, "orbital_gap_ev": 9.12, "multiplicity": 1}

=====

The data favor two; the next most stable structure lies 0.501 eV above it.

=====

## one
{"formula": "C7H12N2", "method": "ωB97M-V/def2-TZVPD", "symbols": ["C", "C", "C", "C", "C", "C", "C", "H", "H", "H", "H", "H", "H", "H", "H", "H", "H", "H", "H", "N", "N"], "positions_angstrom": [[2.79615, -1.62771, 1.91100], [1.86192, -0.77940, 1.04696], [0.77505, -1.10423, 0.30502], [-0.05721, -0.04520, -0.32732], [-0.19164, 1.33703, 0.21073], [-1.37591, 0.41037, 0.22691], [-2.44348, 0.34508, -0.69938], [2.80018, -2.68374, 1.78076], [2.84930, -1.36702, 3.09096], [3.78213, -1.31910, 1.69149], [2.31635, 0.22453, 1.09887], [0.42396, -2.21144, 0.15605], [-0.55296, -0.40348, -1.51800], [0.30192, 1.41263, 1.05320], [-0.32230, 2.41935, -0.15523], [-1.60545, 0.12995, 1.30381], [-3.25838, 0.01500, -0.07758], [-1.23147, 2.34549, -2.58024], [-2.47172, 1.03561, -3.77863], [-2.66968, 0.64079, -1.90492], [-1.72677, 1.22547, -2.83447]], "lumo_ev": 0.696, "e_homo_ha": -0.30058, "orbital_gap_ev": 8.88, "multiplicity": 1}

=====

## two
{"formula": "C7H12N2", "method": "ωB97M-V/def2-TZVPD", "symbols": ["C", "C", "C", "C", "C", "C", "C", "N", "N", "H", "H", "H", "H", "H", "H", "H", "H", "H", "H", "H", "H"], "positions_angstrom": [[0.52472, -0.30302, 1.09508], [0.35889, -1.45906, 1.97070], [-2.11596, 0.81150, 0.41450], [0.12088, -0.38680, -0.29049], [-1.01637, 0.72627, -0.60498], [1.47985, -0.09446, -0.94226], [1.98477, 1.10004, -1.26149], [-0.54198, -1.53912, -0.69780], [-1.02890, 1.41870, -1.65295], [0.93425, 0.63310, 1.44921], [-0.58122, -1.52767, -1.71631], [-0.22703, 1.28443, -2.26991], [2.01809, -1.00558, -1.17620], [0.67188, -2.35733, 1.41199], [-0.71300, -1.65325, 2.12970], [0.86373, -1.37063, 2.93066], [-2.30924, -0.17048, 0.84363], [-1.82881, 1.50244, 1.21144], [-3.02258, 1.18857, -0.05690], [1.49062, 2.03117, -1.01591], [2.93741, 1.17118, -1.77168]], "lumo_ev": [-0.786, 0.135], "e_homo_ha": [-0.27298, -0.33267], "orbital_gap_ev": [6.64, 9.19], "multiplicity": 1}

=====

The data favor two; the next most stable structure lies 2.662 eV above it.

=====

## one
{"formula": "C6H11ClS", "method": "ωB97M-V/def2-TZVPD", "symbols": ["C", "C", "Cl", "C", "C", "C", "C", "S", "H", "H", "H", "H", "H", "H", "H", "H", "H", "H", "H"], "positions_angstrom": [[-0.39092, -1.21246, 1.78644], [-0.35965, -1.43611, 0.30240], [-2.12132, -1.28012, -0.29879], [0.46135, -0.68770, -0.67518], [1.53407, 0.26897, -0.09649], [0.40989, 0.82844, -0.81814], [-0.60763, 1.69828, -0.13692], [0.79969, 1.37412, -2.49410], [0.61429, -1.46314, 2.11976], [-0.64626, -0.26928, 2.16344], [-1.10139, -1.91128, 2.16505], [-0.12812, -2.51154, 0.21544], [0.57858, -1.21627, -1.61182], [2.51944, 0.22635, -0.54808], [1.56757, 0.49260, 0.96416], [-0.78850, 1.51635, 0.89706], [-1.55522, 1.62475, -0.68029], [-0.30716, 2.74454, -0.24089], [-0.47871, 1.21348, -3.01306]], "lumo_ev": 0.801, "smiles": "C[C@@H](Cl)[C@@H]1C[C@@]1(C)S", "e_homo_ha": -0.33347, "orbital_gap_ev": 9.87, "multiplicity": 1}

=====

## two
{"formula": "C6H11ClS", "method": "ωB97M-V/def2-TZVPD", "symbols": ["C", "C", "C", "C", "C", "C", "S", "Cl", "H", "H", "H", "H", "H", "H", "H", "H", "H", "H", "H"], "positions_angstrom": [[0.65424, 1.46893, 1.06929], [-1.93799, -0.26195, 0.66880], [0.88057, -1.26286, 0.40565], [1.33910, 0.23568, -1.50596], [-1.14860, -0.02057, -0.60908], [0.41119, -0.23588, -0.49776], [0.75843, 1.11633, 2.63394], [0.57863, 3.01205, 0.27191], [-2.91151, -0.79214, 0.40769], [-1.36025, -0.88968, 1.38073], [-2.08404, 0.70175, 1.16799], [1.94193, -1.68861, 0.14041], [0.13057, -2.01824, 0.52862], [0.98149, -0.83550, 1.51321], [1.05482, -0.14355, -2.48231], [2.33071, 0.07214, -1.28520], [1.22169, 1.24229, -1.55306], [-1.56268, -0.75817, -1.35689], [-1.27829, 1.05798, -0.89798]], "lumo_ev": 0.070, "e_homo_ha": -0.29257, "orbital_gap_ev": 8.03, "multiplicity": 1}

=====

The data favor one; the next most stable structure lies 2.575 eV above it.

=====

## one
{"formula": "C3H6S3", "method": "ωB97M-V/def2-TZVPD", "symbols": ["S", "C", "C", "S", "C", "S", "H", "H", "H", "H", "H", "H"], "positions_angstrom": [[-0.67726, 1.97236, -0.60875], [0.09198, 0.72907, 0.35584], [-0.62435, -0.65698, 0.49336], [-0.48270, -1.45270, 2.06782], [0.67327, -0.52208, -0.25984], [0.63191, -0.91236, -1.98792], [0.30967, 2.14603, -1.65686], [0.61692, 0.98327, 1.25560], [-1.55462, -0.83525, -0.03768], [-1.63543, -0.93887, 2.67277], [1.51935, -0.96003, 0.25966], [1.13124, 0.44754, -2.55401]], "lumo_ev": 0.320, "smiles": "S[C@H]1[C@H](S)[C@H]1S", "e_homo_ha": -0.32226, "orbital_gap_ev": 9.09, "multiplicity": 1}

=====

## two
{"formula": "C3H6S3", "method": "ωB97M-V/def2-TZVPD", "symbols": ["C", "C", "C", "S", "S", "S", "H", "H", "H", "H", "H", "H"], "positions_angstrom": [[0.00750, -0.27215, -0.37838], [-1.28430, -0.07284, -0.56711], [0.67205, 0.77428, 0.37801], [-2.54974, -2.33386, -1.89786], [2.21818, 1.30163, -0.47210], [1.01583, 0.18992, 2.07700], [0.40067, -1.17565, -0.69174], [-1.89089, 0.75428, -0.30345], [0.04750, 1.61365, 0.52002], [-2.97775, -2.37092, -0.70898], [3.07725, 0.20818, -0.58109], [1.26373, 1.38349, 2.62569]], "lumo_ev": [-2.085, -2.086], "e_homo_ha": [-0.33703, -0.33701], "orbital_gap_ev": [7.09, 7.08], "multiplicity": 1}

=====

The data favor one; the next most stable structure lies 3.239 eV above it.